Record 1
# C29H18AsBr2InN8O3S5Se

C29H18AsBr2InN8O3S5Se as an isolated structure (ωB97M-V/def2-TZVPD, the Open Molecules 2025 dataset).

The geometry in XYZ format:
```
68
Properties=species:S:1:pos:R:3
In 0.21 -0.51 -0.36
Br -4.97 4.17 -1.76
C -3.53 2.99 -1.45
C -3.04 2.82 -0.18
C -1.92 1.98 -0.04
N -1.36 1.37 -1.08
C -1.85 1.52 -2.30
C -2.95 2.33 -2.54
C -1.15 0.77 -3.34
C -1.69 0.59 -4.62
C -0.98 -0.18 -5.52
Br -1.68 -0.45 -7.28
C 0.22 -0.77 -5.17
C 0.68 -0.52 -3.88
N 0.03 0.22 -3.01
H -3.52 3.30 0.66
H -1.84 2.08 1.99
H -3.37 2.48 -3.53
H -2.63 1.03 -4.90
H 0.78 -1.39 -5.85
H 1.61 -0.97 -3.53
Se 6.39 2.36 4.52
N 6.08 2.33 2.77
C 4.82 1.97 2.57
C 4.21 1.80 1.30
C 4.90 2.05 0.11
C 4.28 1.84 -1.10
C 3.00 1.27 -1.07
N 2.33 1.04 0.02
C 2.84 1.37 1.24
C 2.05 1.31 2.40
N 0.62 1.24 2.34
C -0.07 1.01 3.53
C 0.53 1.00 4.74
C 1.91 1.27 4.85
C 2.65 1.43 3.69
C 4.05 1.73 3.76
N 4.71 1.89 4.89
H 5.92 2.40 0.18
H 4.76 2.06 -2.04
H 2.51 0.97 -1.99
H -1.11 0.75 3.41
H -0.04 0.77 5.63
H 2.40 1.32 5.81
S 3.44 -2.19 -2.21
As 2.86 -3.76 -1.01
S 2.29 -2.88 1.14
S 0.46 -3.83 0.90
S 0.46 -3.92 -1.18
N -1.31 1.77 1.17
C 0.02 1.46 1.17
N -2.47 -1.62 0.86
C -3.53 -0.72 0.98
C -4.24 -0.33 -0.16
C -5.18 0.69 -0.07
C -5.42 1.30 1.14
C -4.76 0.88 2.28
C -3.83 -0.14 2.21
S -6.38 2.82 1.24
O -7.12 2.91 -0.02
O -5.32 3.82 1.39
O -7.22 2.68 2.42
H -2.53 -2.24 0.07
H -2.22 -2.11 1.71
H -4.01 -0.79 -1.11
H -5.72 1.03 -0.94
H -5.00 1.39 3.20
H -3.31 -0.47 3.10
```

Properties
total charge = -2
frontier orbital gap = 4.514 eV
spin multiplicity = 1
largest force on an atom = 1.73 eV/A



Record 2
# C29H19AsClCrF6IN4OP

C29H19AsClCrF6IN4OP as an isolated structure (ωB97M-V/def2-TZVPD, the Open Molecules 2025 dataset).

The geometry in XYZ format:
```
64
Properties=species:S:1:pos:R:3
Cr -0.27 -1.58 -0.65
Cl 3.55 -1.49 5.15
C 2.98 -1.48 3.51
C 3.84 -1.16 2.50
C 3.38 -1.07 1.17
I 4.65 -0.47 -0.36
C 2.08 -1.33 0.85
O 1.56 -1.22 -0.36
C 1.20 -1.70 1.89
N -0.08 -1.93 1.51
C -0.99 -2.17 2.43
C -0.67 -2.22 3.79
C 0.62 -2.03 4.20
C 1.61 -1.74 3.24
H 4.87 -0.97 2.74
H -2.00 -2.34 2.08
H -1.45 -2.43 4.51
H 0.89 -2.08 5.25
C -4.34 2.63 -1.68
C -3.48 2.34 -2.73
C -2.23 1.81 -2.48
C -1.81 1.59 -1.16
C -2.69 1.86 -0.12
C -3.95 2.38 -0.38
P -0.20 0.78 -0.89
C 0.85 1.38 -2.24
C 1.66 0.49 -2.93
C 2.50 0.95 -3.93
C 2.54 2.30 -4.23
C 1.73 3.20 -3.55
C 0.88 2.74 -2.55
C 0.52 1.48 0.63
C -0.07 1.18 1.86
C 0.47 1.67 3.04
C 1.62 2.44 3.01
C 2.23 2.72 1.79
C 1.69 2.24 0.61
H -5.32 3.05 -1.88
H -3.79 2.52 -3.75
H -1.57 1.57 -3.31
H -2.40 1.68 0.91
H -4.62 2.59 0.45
H 1.64 -0.56 -2.68
H 3.13 0.25 -4.47
H 3.20 2.67 -5.01
H 1.75 4.25 -3.79
H 0.24 3.44 -2.02
H -0.95 0.55 1.90
H -0.01 1.44 3.98
H 2.04 2.83 3.93
H 3.14 3.31 1.76
H 2.19 2.45 -0.33
N -6.19 -1.33 1.15
C -5.39 -1.34 0.32
N -4.52 -1.31 -0.67
C -3.29 -1.41 -0.72
N -2.12 -1.45 -0.89
F -0.40 -3.13 -2.42
As -0.12 -4.65 -1.50
F 0.19 -6.01 -0.51
F 0.88 -5.20 -2.76
F -1.53 -5.32 -2.19
F 1.21 -3.79 -0.78
F -1.08 -3.89 -0.23
```

Properties
frontier orbital gap (spin up / spin down) = 6.709 / 7.285 eV
relative energy (zero: lowest compared OMol25 entry of this formula, charge and spin) = 8.4 kcal per mole
spin multiplicity = 2
largest force on an atom = 1.85 eV/A
⟨S²⟩ = 0.78



Record 3
# C29H20AgCl4N5O4

C29H20AgCl4N5O4 as an isolated structure (ωB97M-V/def2-TZVPD, the Open Molecules 2025 dataset).

The geometry in XYZ format:
```
63
Properties=species:S:1:pos:R:3
Ag 0.54 -0.48 -0.94
C -1.99 -1.06 0.98
N -0.73 -1.61 1.40
C -0.14 -1.16 2.62
C 0.66 0.10 2.41
N 0.70 0.75 1.29
C 1.63 1.77 1.48
C 2.12 2.70 0.58
C 3.11 3.56 1.03
C 3.60 3.50 2.34
C 3.12 2.57 3.25
C 2.13 1.70 2.79
N 1.47 0.64 3.38
C -2.27 -1.51 -0.42
N -1.54 -2.41 -1.02
C -2.09 -2.50 -2.30
C -1.71 -3.28 -3.39
C -2.43 -3.13 -4.56
C -3.50 -2.23 -4.66
C -3.89 -1.46 -3.58
C -3.18 -1.63 -2.40
N -3.31 -1.03 -1.16
H -1.92 0.03 0.96
H -2.84 -1.33 1.63
H -0.59 -2.58 1.17
H 0.54 -1.93 3.00
H -0.88 -0.97 3.42
H 1.78 2.70 -0.44
H 3.55 4.27 0.33
H 4.40 4.17 2.64
H 3.52 2.50 4.25
H 1.71 0.19 4.24
H -0.86 -3.94 -3.31
H -2.14 -3.71 -5.44
H -4.01 -2.12 -5.61
H -4.69 -0.74 -3.65
H -3.65 -0.04 -1.09
Cl 6.86 2.48 -0.86
C 5.58 1.31 -0.65
C 5.72 0.28 0.24
Cl 7.18 0.12 1.18
C 4.67 -0.65 0.39
Cl 4.82 -1.94 1.57
C 3.47 -0.59 -0.33
O 2.52 -1.44 -0.17
C 3.32 0.53 -1.28
O 2.22 0.69 -1.94
C 4.39 1.42 -1.40
Cl 4.17 2.78 -2.48
O -3.73 1.61 -1.66
C -2.49 1.80 -1.71
O -1.63 1.29 -0.96
C -1.95 2.71 -2.81
C -0.58 2.87 -2.96
C -0.07 3.68 -3.96
C -0.94 4.34 -4.83
C -2.31 4.18 -4.69
C -2.81 3.36 -3.69
H 0.09 2.33 -2.30
H 1.00 3.79 -4.07
H -0.54 4.98 -5.61
H -2.99 4.68 -5.37
H -3.88 3.20 -3.56
```

Properties
total charge = -2
frontier orbital gap = 5.136 eV
relative energy (zero: lowest compared OMol25 entry of this formula, charge and spin) = 32.5 kcal per mole
spin multiplicity = 1
largest force on an atom = 0.32 eV/A



Record 4
# C29H20F4N6O6Rh

C29H20F4N6O6Rh as an isolated structure (ωB97M-V/def2-TZVPD, the Open Molecules 2025 dataset).

The geometry in XYZ format:
```
66
Properties=species:S:1:pos:R:3
Rh -0.06 -0.01 -0.07
C -0.42 -0.57 6.69
O -1.31 -1.52 6.10
C -1.46 -1.55 4.78
C -2.37 -2.52 4.29
C -2.57 -2.63 2.96
C -1.89 -1.81 2.02
C -2.19 -1.85 0.64
C -3.15 -2.82 0.02
O -1.68 -1.04 -0.20
C -0.99 -0.83 2.53
O -0.34 0.07 1.80
C -0.79 -0.72 3.90
H -0.53 -0.69 7.76
H -0.70 0.44 6.40
H 0.61 -0.78 6.40
H -2.88 -3.15 5.00
H -3.30 -3.35 2.61
H -3.78 -3.35 0.72
H -2.55 -3.53 -0.55
H -3.76 -2.29 -0.71
H -0.09 0.03 4.23
F -0.51 0.34 -2.39
C -0.08 -0.52 -3.34
C -0.96 -1.40 -3.82
F -2.18 -1.39 -3.34
C -0.59 -2.36 -4.84
C 0.77 -2.24 -5.34
C 1.65 -1.36 -4.83
F 2.88 -1.34 -5.30
C 1.30 -0.46 -3.76
C 2.24 0.33 -3.13
C 1.94 0.78 -1.81
N 1.56 1.00 -0.74
C 3.54 0.61 -3.66
N 4.60 0.84 -4.03
F 1.17 -3.04 -6.30
C -1.44 -3.32 -5.28
C -1.11 -4.30 -6.27
N -0.90 -5.12 -7.04
C -2.76 -3.48 -4.74
N -3.81 -3.66 -4.30
C 2.10 -3.36 3.10
C 3.44 -2.88 2.54
C 3.35 -2.47 1.05
C 4.71 -1.91 0.58
C 4.69 -1.36 -0.85
C 3.04 -3.70 0.23
O 3.71 -4.70 0.28
N 1.95 -3.64 -0.64
C 1.06 -2.60 -0.75
O 0.16 -2.63 -1.57
N 1.24 -1.53 0.10
C 2.32 -1.35 0.96
O 2.44 -0.34 1.61
H 2.20 -3.62 4.15
H 1.75 -4.25 2.57
H 1.34 -2.58 3.01
H 4.18 -3.68 2.61
H 3.80 -2.02 3.10
H 5.43 -2.72 0.64
H 5.02 -1.13 1.27
H 4.36 -2.12 -1.57
H 5.68 -1.03 -1.14
H 4.02 -0.50 -0.92
H 1.78 -4.45 -1.21
```

Properties
total charge = +1
frontier orbital gap = 5.623 eV
relative energy (zero: lowest compared OMol25 entry of this formula, charge and spin) = 32.1 kcal per mole
spin multiplicity = 1
largest force on an atom = 1.99 eV/A



Record 5
# C29H21CaCl2N4O4

C29H21CaCl2N4O4 as an isolated structure (ωB97M-V/def2-TZVPD, the Open Molecules 2025 dataset).

The geometry in XYZ format:
```
61
Properties=species:S:1:pos:R:3
Ca 0.49 0.12 1.41
O -0.75 1.10 2.97
C -1.40 2.19 2.77
C -2.78 2.30 3.09
C -3.47 3.47 2.89
C -2.85 4.62 2.40
C -1.51 4.55 2.10
C -0.77 3.37 2.25
C 0.64 3.44 1.86
N 1.39 2.44 1.62
C 2.76 2.60 1.18
C 3.61 1.42 1.66
N 2.96 0.17 1.33
C 3.59 -0.77 0.74
C 3.07 -2.09 0.39
C 3.87 -2.85 -0.48
C 3.51 -4.11 -0.89
C 2.32 -4.66 -0.39
C 1.52 -3.97 0.49
C 1.84 -2.65 0.91
O 1.08 -2.01 1.72
H -3.27 1.41 3.47
H -4.53 3.50 3.14
H -3.41 5.54 2.26
H -1.00 5.43 1.72
H 1.03 4.46 1.74
H 3.19 3.55 1.51
H 2.75 2.60 0.08
H 3.69 1.48 2.75
H 4.62 1.48 1.24
H 4.64 -0.61 0.45
H 4.79 -2.40 -0.84
H 4.13 -4.67 -1.57
H 2.02 -5.66 -0.70
H 0.60 -4.39 0.86
Cl -2.93 -5.86 -1.47
C -2.29 -4.27 -1.12
C -2.65 -3.63 0.07
C -2.15 -2.38 0.34
Cl -2.55 -1.62 1.86
C -1.29 -1.67 -0.54
O -0.87 -0.50 -0.28
C -0.92 -2.38 -1.72
C 0.08 -1.87 -2.67
O 0.75 -0.87 -2.60
C -1.43 -3.65 -1.99
H -3.30 -4.12 0.78
H 0.26 -2.59 -3.51
H -1.12 -4.16 -2.90
N -3.14 0.22 -5.20
C -2.60 0.67 -4.30
C -1.90 1.26 -3.18
C -2.58 1.54 -2.00
C -1.86 2.10 -0.96
N -0.57 2.40 -1.04
C 0.06 2.13 -2.18
C -0.55 1.56 -3.28
H -3.63 1.30 -1.88
H -2.34 2.31 -0.01
H 1.12 2.35 -2.20
H 0.02 1.32 -4.17
```

Properties
total charge = -1
frontier orbital gap = 7.392 eV
relative energy (zero: lowest compared OMol25 entry of this formula, charge and spin) = 14.2 kcal per mole
spin multiplicity = 1
largest force on an atom = 0.51 eV/A



Record 6
# C29H21ClF3I2N7O5Ru

C29H21ClF3I2N7O5Ru as an isolated structure (ωB97M-V/def2-TZVPD, the Open Molecules 2025 dataset).

The geometry in XYZ format:
```
69
Properties=species:S:1:pos:R:3
Ru -0.28 0.17 0.38
Cl 3.40 0.45 6.12
C 2.10 0.37 4.96
C 0.81 0.43 5.38
C -0.27 0.35 4.49
I -2.22 0.39 5.21
C -0.07 0.22 3.13
O -1.03 0.10 2.26
C 1.33 0.19 2.69
N 1.53 0.05 1.34
C 2.74 -0.09 0.86
C 3.87 -0.07 1.69
C 3.72 0.10 3.04
C 2.42 0.23 3.59
H 0.61 0.53 6.44
H 2.82 -0.22 -0.21
H 4.85 -0.18 1.25
H 4.58 0.14 3.70
I 0.02 9.20 0.88
C -0.23 7.15 0.53
C 0.18 6.24 1.49
C 0.02 4.89 1.25
C -0.57 4.44 0.07
C -0.98 5.37 -0.88
C -0.81 6.73 -0.65
C -0.76 2.97 -0.20
O -0.18 2.17 0.68
O -1.41 2.66 -1.17
H 0.63 6.58 2.42
H 0.34 4.15 1.98
H -1.44 5.01 -1.78
H -1.13 7.45 -1.39
C -1.37 -3.85 -3.35
C -1.03 -2.37 -3.44
N -0.92 -1.84 -2.10
C -0.42 -2.51 -1.05
N -0.23 -1.88 0.11
C 0.14 -2.73 1.22
C 1.27 -3.66 0.81
C 0.72 -4.56 -0.28
N -0.13 -3.82 -1.22
C -0.29 -4.50 -2.50
H -1.38 -4.30 -4.34
H -2.35 -3.98 -2.90
H -1.82 -1.81 -3.94
H -0.10 -2.21 -3.99
H -1.15 -0.88 -1.94
H -0.72 -3.31 1.57
H 0.44 -2.10 2.05
H 1.63 -4.26 1.64
H 2.10 -3.05 0.43
H 0.13 -5.37 0.16
H 1.53 -5.02 -0.86
H -0.53 -5.54 -2.29
H 0.67 -4.48 -3.03
N -2.29 0.01 -0.18
C -3.33 -0.14 -0.66
C -4.56 -0.34 -1.27
C -5.62 0.57 -1.10
N -6.50 1.31 -0.97
C -4.69 -1.48 -2.07
N -4.81 -2.42 -2.73
F 1.01 1.76 -3.75
C 1.69 0.62 -3.57
F 1.44 -0.16 -4.64
F 3.00 0.92 -3.60
C 1.35 -0.12 -2.24
O 1.83 -1.23 -2.10
O 0.66 0.57 -1.44
```

Properties
total charge = -1
frontier orbital gap (spin up / spin down) = 6.974 / 6.819 eV
relative energy (zero: lowest compared OMol25 entry of this formula, charge and spin) = 7.0 kcal per mole
spin multiplicity = 2
largest force on an atom = 1.02 eV/A
⟨S²⟩ = 0.75